No. 1
Density functional theory data (the ωB97M-V functional and the def2-TZVPD basis) for a structure of composition C51H58BrMnN6O2P2SSi2.

CARTESIAN COORDINATES (ANGSTROEM)
Mn1 -0.35497 0.22834 -0.24942
C1 -1.51551 -3.44275 -2.76676
Si1 0.20247 -2.87639 -2.11775
C2 0.88681 -1.68042 -3.44662
C3 1.30723 -4.45035 -2.16663
N1 0.15297 -2.01846 -0.63716
P1 0.37418 -2.04784 0.94797
C4 0.35800 -0.43329 1.58053
P2 -0.93440 0.48260 2.28944
N2 -1.68708 1.30315 1.13018
Si2 -2.46794 2.83523 1.14905
C5 -1.39852 4.10574 0.21259
C6 -2.87250 3.55441 2.87947
C7 -4.12718 2.64961 0.20716
C8 -0.12348 1.72579 3.35188
C9 -0.49368 2.09297 4.63747
C10 0.06548 3.21690 5.22469
C11 0.98278 3.98549 4.52823
C12 1.35975 3.61874 3.24389
C13 0.81108 2.49347 2.66181
C14 -2.20202 -0.22651 3.39536
C15 -3.53937 -0.09976 3.04672
C16 -4.53289 -0.53728 3.90384
C17 -4.18797 -1.09728 5.12182
C18 -2.85280 -1.24910 5.46393
C19 -1.85716 -0.82407 4.60152
C20 -0.60395 -3.36355 1.76379
C21 -1.38183 -4.25681 1.04395
C22 -2.11666 -5.22307 1.70995
C23 -2.08555 -5.28661 3.09387
C24 -1.28619 -4.41016 3.81223
C25 -0.53394 -3.46028 3.14771
C26 2.05811 -2.66490 1.28812
C27 3.06343 -1.85403 1.79315
C28 4.34726 -2.35736 1.92172
C29 4.63458 -3.65288 1.52378
C30 3.63018 -4.45973 1.01066
C31 2.34346 -3.97042 0.91341
H1 -1.39055 -4.20392 -3.53182
H2 -2.16776 -3.84882 -2.00146
H3 -2.04675 -2.60972 -3.21639
H4 1.33067 -2.21070 -4.28746
H5 0.08176 -1.06018 -3.83309
H6 1.63381 -1.01825 -3.01710
H7 1.44074 -4.79831 -3.18638
H8 2.29132 -4.26889 -1.74805
H9 0.86579 -5.27031 -1.61094
H10 -0.56173 4.47004 0.80010
H11 -0.98446 3.65024 -0.68142
H12 -1.99046 4.96151 -0.09306
H13 -1.97810 3.89866 3.38974
H14 -3.54331 4.40407 2.78797
H15 -3.35285 2.81899 3.51888
H16 -3.97322 2.78828 -0.85716
H17 -4.58248 1.67364 0.33679
H18 -4.84120 3.39591 0.54066
H19 -1.24566 1.52362 5.16618
H20 -0.24523 3.51114 6.21905
H21 1.39251 4.87916 4.98004
H22 2.05897 4.22848 2.68954
H23 1.07326 2.20072 1.64919
H24 -3.78589 0.36564 2.10627
H25 -5.57293 -0.42599 3.62687
H26 -4.96393 -1.41976 5.80364
H27 -2.59818 -1.68507 6.42075
H28 -0.81084 -0.92176 4.86310
H29 -1.38851 -4.18741 -0.03348
H30 -2.71194 -5.92763 1.14382
H31 -2.67780 -6.02787 3.61569
H32 -1.24937 -4.47776 4.89070
H33 0.11728 -2.78124 3.68250
H34 2.82124 -0.83566 2.07165
H35 5.13412 -1.73218 2.32516
H36 5.64397 -4.03596 1.60181
H37 3.85213 -5.46492 0.67969
H38 1.53595 -4.58257 0.53719
O1 3.07979 2.84139 -0.15799
C32 2.49236 3.74131 -0.95872
C33 2.91417 5.06586 -0.84853
C34 2.33021 6.05977 -1.60358
C35 1.31715 5.74938 -2.49517
C36 0.91768 4.43217 -2.63872
C37 1.49074 3.41801 -1.88536
C38 1.03959 1.96193 -2.04437
O2 1.21422 1.23895 -0.90814
N3 -0.38120 1.98134 -2.43605
N4 -1.13713 0.88900 -1.97473
C39 -2.37376 0.84056 -2.46467
C40 -3.38310 -0.00472 -2.04683
Br1 -2.92414 -1.11815 -0.48849
C41 -4.70663 -0.13357 -2.46601
C42 -5.37297 0.32611 -3.62242
C43 -6.78860 0.27672 -3.62524
C44 -7.52939 0.71246 -4.69432
C45 -6.90800 1.19948 -5.83904
C46 -5.51947 1.20641 -5.88193
C47 -4.76454 0.78875 -4.80935
H39 2.61651 1.97622 -0.30727
H40 3.70365 5.27625 -0.14237
H41 2.65815 7.08085 -1.47106
H42 0.82958 6.53079 -3.06224
H43 0.12298 4.20542 -3.33409
H44 1.64342 1.50146 -2.87150
H45 -0.50132 2.12659 -3.43853
H46 -2.63476 1.58194 -3.21964
H47 -5.34174 -0.66389 -1.77124
H48 -7.29247 -0.09751 -2.74577
H49 -8.60871 0.67525 -4.64436
H50 -7.48847 1.55148 -6.68234
H51 -5.01865 1.53990 -6.78097
H52 -3.68851 0.77123 -4.89117
C48 6.69617 -0.17964 -0.18971
N5 6.12977 -1.28511 -0.90921
C49 6.76586 -2.45867 -1.23192
C50 5.90634 -3.23216 -1.92557
N6 4.73254 -2.52901 -2.03453
C51 4.85202 -1.32462 -1.40042
S1 3.69863 -0.16394 -1.28061
H53 7.77433 -0.31684 -0.10585
H54 6.26199 -0.10455 0.81018
H55 6.48503 0.75070 -0.72131
H56 7.78101 -2.63615 -0.94876
H57 6.04185 -4.20202 -2.35582
H58 3.87027 -2.83833 -2.45015

Molar mass: 1072.09 Da
Total charge: -1
HOMO level (spin up / spin down): -0.1043 / -0.1633 Ha
Orbital gap (spin up / spin down): 4.7443 / 6.7751 eV
Spin multiplicity: 6



No. 2
Density functional theory data (the ωB97M-V functional and the def2-TZVPD basis) for a structure of composition C4H8NO2S.

CARTESIAN COORDINATES (ANGSTROEM)
C1 -0.89356 -0.57707 0.49164
C2 -0.83960 -1.75069 -0.57154
C3 2.80832 1.74359 0.13378
C4 -2.36068 -0.15674 0.50068
N1 -3.27449 0.45198 0.12158
O1 -4.33206 0.78168 -0.36082
O2 -0.31130 0.57238 0.07885
S1 2.46743 -0.02428 -0.16995
H1 -1.69090 -1.86225 -1.30624
H2 0.21095 -1.84112 -1.02055
H3 -1.06578 -2.65885 -0.05729
H4 3.82035 1.87823 -0.24344
H5 2.96614 1.83128 1.14807
H6 2.05094 2.27839 -0.24634
H7 -0.28963 -0.89447 1.50240
H8 0.73385 0.22796 -0.00081

Molar mass: 134.18 Da
Total charge: -1
HOMO level: -0.1242 Ha
Orbital gap: 7.0765 eV



> molar mass of number 1 (C51H58BrMnN6O2P2SSi2)?

1072.09 Da



> total charge of number 1 (C51H58BrMnN6O2P2SSi2)?

-1



> Which value of total charge does entry 2 give?

-1



Copy entry 2 word for word.
Density functional theory data (the ωB97M-V functional and the def2-TZVPD basis) for a structure of composition C4H8NO2S.

CARTESIAN COORDINATES (ANGSTROEM)
C1 -0.89356 -0.57707 0.49164
C2 -0.83960 -1.75069 -0.57154
C3 2.80832 1.74359 0.13378
C4 -2.36068 -0.15674 0.50068
N1 -3.27449 0.45198 0.12158
O1 -4.33206 0.78168 -0.36082
O2 -0.31130 0.57238 0.07885
S1 2.46743 -0.02428 -0.16995
H1 -1.69090 -1.86225 -1.30624
H2 0.21095 -1.84112 -1.02055
H3 -1.06578 -2.65885 -0.05729
H4 3.82035 1.87823 -0.24344
H5 2.96614 1.83128 1.14807
H6 2.05094 2.27839 -0.24634
H7 -0.28963 -0.89447 1.50240
H8 0.73385 0.22796 -0.00081

Molar mass: 134.18 Da
Total charge: -1
HOMO level: -0.1242 Ha
Orbital gap: 7.0765 eV